Record 1
C4H12N2 | ωB97M-V with the def2-TZVPD basis set

- Kohn-Sham gap (spin up / spin down) (hartree) = 0.40579 / 0.15959
- 2S+1 = 2
- charge = +1
- energy relative to the best compared isomer or geometry (same formula, charge and spin) (kJ/mol) = 167.04

The geometry in XYZ format:
```
18
Properties=species:S:1:pos:R:3:lowdin_charge:R:1
C 2.3411 0.7067 0.4609 -0.05
C 1.5473 -0.5300 0.0691 -0.27
N 1.2787 -0.6602 -1.3259 0.26
H 1.7398 1.5982 0.3228 0.07
H 2.6814 0.6479 1.4908 0.09
H 3.2167 0.7959 -0.1775 0.09
H 2.0315 -1.4203 0.4624 0.13
H 0.5862 -0.5396 0.6205 0.13
H 0.7463 0.1153 -1.7265 0.14
H 0.8423 -1.5435 -1.5821 0.14
C -1.8549 1.1242 -0.1182 -0.08
C -2.4424 -1.1669 0.4523 -0.02
N -2.0151 -0.3049 -0.3332 -0.06
H -0.8050 1.2364 0.1492 0.06
H -2.4816 1.4078 0.7339 0.10
H -2.0697 1.6753 -1.0278 0.09
H -2.2610 -2.2179 0.2218 0.09
H -3.0816 -0.9244 1.3074 0.10
```

=====

Record 2
C4H6N2O2 | ωB97M-V with the def2-TZVPD basis set

- SMILES = [H]/N=C1/NOC[C@H]1C=O
- Kohn-Sham gap (hartree) = 0.35072
- 2S+1 = 1
- charge = 0
- energy relative to the best compared isomer or geometry (same formula, charge and spin) (kJ/mol) = 360.87

The geometry in XYZ format:
```
14
Properties=species:S:1:pos:R:3:lowdin_charge:R:1
H -2.2946 -0.1765 -1.1205 0.03
N -1.5622 -0.7615 -1.3981 0.18
C -0.5516 -0.6887 -0.6752 -0.40
N 0.6709 -1.2828 -1.0492 0.05
O 1.6451 -0.4369 -0.5765 -0.10
C 1.2968 -0.0862 0.7050 -0.17
C -0.1993 0.0406 0.5540 -0.20
C -0.6512 1.4811 0.5640 -0.25
O -0.1755 2.3986 -0.0103 0.11
H 0.8882 -1.4793 -2.0325 0.16
H 1.5667 -0.8715 1.4209 0.13
H 1.8262 0.7596 1.0798 0.13
H -0.8249 -0.4373 1.3750 0.17
H -1.6345 1.5409 1.1636 0.14
```

=====

Record 3
C8H14NOP | ωB97M-V with the def2-TZVPD basis set

- Kohn-Sham gap (spin up / spin down) (hartree) = 0.24662 / 0.28256
- 2S+1 = 3
- charge = 0
- energy relative to the best compared isomer or geometry (same formula, charge and spin) (kJ/mol) = 119.98

The geometry in XYZ format:
```
25
Properties=species:S:1:pos:R:3:lowdin_charge:R:1
C -0.2434 -0.5223 -1.0358 -0.37
C 1.9205 -0.3496 -0.1650 -0.74
C 0.0110 3.0777 2.2344 -0.40
C -1.2222 0.1184 -2.0372 -0.03
C 3.2889 -0.4862 -0.8399 -0.12
C -0.4515 3.8903 1.4697 0.03
C -1.8302 -2.5211 -0.6806 -0.08
C -0.8842 -1.4473 -0.0288 -0.18
N 0.9322 -0.1028 -1.0474 0.07
O 0.2181 2.2548 2.9615 0.13
P 1.9178 0.1641 1.4332 0.90
H -1.1059 1.1439 -2.1677 0.04
H -2.2168 -0.0076 -1.6569 0.05
H -1.0728 -0.5234 -3.0329 0.14
H 3.9691 -0.0156 -0.2363 0.00
H 3.4973 -1.5621 -1.0497 0.09
H 3.1784 -0.0260 -1.8018 0.06
H -1.0467 4.6913 1.7612 0.07
H -0.1487 3.8640 0.4932 0.05
H 0.8406 1.2026 1.4062 -0.11
H -1.2680 -3.0861 -1.4114 0.07
H -2.6474 -2.0717 -1.1697 0.04
H -2.0476 -3.2294 0.1207 0.07
H -1.4625 -0.7847 0.6169 0.12
H -0.1216 -1.9145 0.5979 0.09
```

=====

Repeat the second record exactly.
C4H6N2O2 | ωB97M-V with the def2-TZVPD basis set

- SMILES = [H]/N=C1/NOC[C@H]1C=O
- Kohn-Sham gap (hartree) = 0.35072
- 2S+1 = 1
- charge = 0
- energy relative to the best compared isomer or geometry (same formula, charge and spin) (kJ/mol) = 360.87

The geometry in XYZ format:
```
14
Properties=species:S:1:pos:R:3:lowdin_charge:R:1
H -2.2946 -0.1765 -1.1205 0.03
N -1.5622 -0.7615 -1.3981 0.18
C -0.5516 -0.6887 -0.6752 -0.40
N 0.6709 -1.2828 -1.0492 0.05
O 1.6451 -0.4369 -0.5765 -0.10
C 1.2968 -0.0862 0.7050 -0.17
C -0.1993 0.0406 0.5540 -0.20
C -0.6512 1.4811 0.5640 -0.25
O -0.1755 2.3986 -0.0103 0.11
H 0.8882 -1.4793 -2.0325 0.16
H 1.5667 -0.8715 1.4209 0.13
H 1.8262 0.7596 1.0798 0.13
H -0.8249 -0.4373 1.3750 0.17
H -1.6345 1.5409 1.1636 0.14
```